Formula: C55H54N3O4SiTi
Source: the Open Molecules 2025 dataset
Level of theory: wB97M-V/def2-TZVPD

energy = -101559.6955 eV
energy relative to the best compared isomer or geometry (same formula, charge and spin) = 131.3 kcal/mol

Structure (ORCA input):
```
! wB97M-V def2-TZVPD RIJCOSX def2/J DEFGRID3
* xyz 0 2
Ti 0.5335 1.7190 0.1208
O 1.3877 0.0908 0.2041
C 2.0622 -0.8210 -0.8323
C 1.6683 -0.2360 -2.2227
C 0.2022 0.1397 -2.3888
C -0.5410 -0.3085 -3.4509
C -1.9119 -0.2857 -3.3268
C -2.4199 0.7874 -2.5908
C -1.6657 1.4344 -1.6859
C -2.2384 2.5246 -0.8613
C -2.4102 2.1662 0.6098
O -1.0784 1.7027 0.9377
C -2.8453 3.3381 1.4982
C -2.4015 4.6454 1.2846
C -2.9320 5.6918 2.0668
C -4.0545 5.5469 2.8579
C -4.5291 4.2057 3.0189
C -3.8297 3.1469 2.4879
C -3.4096 0.9815 0.7898
C -4.7457 1.1089 0.2808
C -5.4687 -0.0725 0.1407
C -5.1034 -1.2205 0.7817
C -3.8859 -1.3427 1.4703
C -3.0798 -0.2256 1.4572
N -0.3328 1.1587 -1.5940
C 1.4476 -2.1788 -0.5283
C 1.5308 -2.7069 0.7237
C 0.9529 -4.0210 0.9878
C 1.4449 -5.1581 0.0996
C 1.8920 -5.1361 -1.1893
C 0.6808 -2.9244 -1.6030
C 3.5446 -0.7160 -0.5992
C 4.3859 -1.7997 -0.2195
C 5.7492 -1.6411 0.0923
C 6.3279 -0.3478 0.0826
C 5.5732 0.6976 -0.5140
C 4.2596 0.4978 -0.8308
H 1.9674 -0.9202 -3.0866
H 2.2674 0.6739 -2.3803
H -0.1030 -0.9126 -4.2159
H -2.6410 -0.9698 -3.7694
H -3.5345 0.9155 -2.6869
H -3.2703 2.6755 -1.3202
H -1.6389 3.4809 -0.9788
H -1.6240 4.7986 0.5281
H -2.2786 6.5278 2.2020
H -4.4894 6.3054 3.4289
H -5.4461 4.0256 3.5223
H -4.1933 2.1576 2.7213
H -4.9933 2.0055 -0.2197
H -6.4451 -0.0029 -0.2667
H -5.8340 -2.0039 0.7244
H -3.4985 -2.2742 1.7701
H -2.1363 -0.2280 1.9866
H 2.0411 -2.2243 1.5805
H 1.0064 -4.3131 2.0407
H 1.5519 -6.0984 0.6458
H 2.5119 -5.9266 -1.6038
H 0.3186 -2.2705 -2.3757
H 3.9832 -2.7980 -0.0315
H 6.3336 -2.5338 0.4888
H 7.3712 -0.1864 0.4047
H 6.0654 1.6491 -0.6993
H 3.6768 1.3798 -1.2379
C -2.4719 -8.7399 0.0057
C -1.6125 -8.2661 -0.9760
C -1.0971 -6.9608 -0.8856
C -1.4083 -6.1736 0.2723
C -2.1001 -6.7880 1.3790
C -2.6228 -8.0548 1.2244
Si -0.8815 -4.3444 0.4318
C -0.6468 -3.5105 -1.1517
C -1.6297 -3.7681 -2.1147
C -1.3778 -3.8495 -3.4892
C -0.1607 -4.4081 -4.0708
C 1.0162 -4.6340 -3.4762
C 1.5575 -4.0647 -2.2035
H -2.9395 -9.7201 -0.0493
H -1.4546 -8.8540 -1.8836
H -0.5604 -6.5082 -1.7247
H -2.1860 -6.2937 2.3761
H -3.2592 -8.4964 1.9953
H -2.0035 -3.6477 1.1051
H -2.6833 -3.7508 -1.9041
H -2.1456 -3.6295 -4.2617
H -0.1819 -4.5658 -5.1539
H 1.6418 -5.3556 -4.0319
H 2.6133 -3.7461 -2.5570
N 1.4085 8.1207 0.3856
C 1.3713 6.8143 0.7979
O 1.2296 6.5464 1.9424
C 1.7066 5.7898 -0.2268
C 1.8624 6.0476 -1.6388
C 1.8525 4.9219 -2.4396
C 1.8397 3.6821 -1.8926
N 1.5875 3.3869 -0.5791
C 1.5433 4.4692 0.2078
H 0.8943 8.7199 1.0069
H 1.1820 8.3447 -0.5652
H 2.1149 7.0513 -1.9605
H 1.7451 5.0247 -3.5186
H 1.8915 2.8034 -2.5369
H 1.3823 4.4131 1.2645
C 1.2444 3.7780 4.0611
C 0.6836 2.4971 3.5192
O 1.2956 2.1071 2.2758
C 2.5601 1.5328 2.6087
C 3.7087 2.3978 2.1020
H 0.6189 4.1386 4.8630
H 1.3194 4.5700 3.2254
H 2.2625 3.6501 4.5249
H -0.3603 2.6111 3.2954
H 0.7551 1.6168 4.1936
H 2.6789 0.5541 2.0691
H 2.5644 1.4082 3.7445
H 3.8149 3.3525 2.5992
H 3.4695 2.6702 1.0430
H 4.6383 1.7358 2.0452
*
```

Formula: C28H35F21O14
Source: the Open Molecules 2025 dataset
Level of theory: wB97M-V/def2-TZVPD

energy = -115323.9159 eV
energy relative to the best compared isomer or geometry (same formula, charge and spin) = 12.9 kcal/mol

Structure (ORCA input):
```
! wB97M-V def2-TZVPD RIJCOSX def2/J DEFGRID3
* xyz 1 2
C -3.5322 -3.9346 -0.0575
C -3.7379 -3.2488 -1.3483
O -2.6080 -2.5881 -1.9172
C -1.5316 -3.1943 -2.4320
O -1.3645 -4.4240 -2.4153
C -0.4727 -2.2522 -3.0364
F 0.5962 -2.6666 -2.4002
F -0.2798 -2.4934 -4.3952
F -0.7172 -0.9750 -2.9131
H -2.6052 -4.5072 -0.0872
H -4.3599 -4.6291 0.0864
H -3.3157 -3.1458 0.6630
H -4.5582 -2.5346 -1.2770
H -4.0383 -4.0258 -2.0512
C 5.6853 -0.3301 -8.4392
C 5.8320 -0.0983 -6.9638
O 4.6437 0.4669 -6.3959
C 4.4100 0.3049 -5.1121
O 5.2555 -0.1526 -4.3372
C 2.9551 0.7615 -4.6234
F 3.0304 1.5590 -3.5725
F 2.1936 1.3104 -5.5861
F 2.2774 -0.3463 -4.2392
H 4.7135 -0.8153 -8.5302
H 6.4012 -0.9611 -8.9659
H 5.7701 0.6212 -8.9644
H 6.6493 0.6170 -6.8714
H 6.1083 -1.0749 -6.5662
C 4.9532 -4.3573 -3.2377
C 4.7069 -2.8835 -2.6852
O 3.7560 -2.9324 -1.6121
C 4.2069 -3.3706 -0.4062
O 5.3435 -3.5005 -0.0721
C 3.0501 -3.5532 0.6523
F 3.0631 -2.6240 1.5758
F 1.9177 -3.4990 0.0521
F 3.1954 -4.7002 1.3042
H 5.5119 -4.2580 -4.1684
H 4.1382 -5.0170 -3.5352
H 5.6841 -4.8668 -2.6098
H 4.3999 -2.2031 -3.4795
H 5.5886 -2.4002 -2.2643
C -1.6170 2.4405 6.7544
C -3.0059 2.1002 6.1313
O -2.8762 0.8344 5.5100
C -3.8812 0.5300 4.5483
O -4.9178 1.2255 4.4560
C -3.7809 -0.8168 3.8251
F -2.9877 -1.6927 4.4765
F -4.9973 -1.4248 3.8195
F -3.3741 -0.6483 2.5468
H -1.5077 1.9163 7.7038
H -1.4098 3.5064 6.8490
H -0.7257 2.1707 6.1879
H -3.3229 2.8257 5.3821
H -3.7500 1.8971 6.9015
C -7.6193 2.9529 -2.3416
C -7.0835 3.3387 -0.9489
O -6.1301 2.4323 -0.3866
C -4.9074 2.8054 -0.1924
O -4.4362 3.9385 -0.6201
C -4.1163 1.7415 0.5155
F -4.6280 0.5499 0.3868
F -2.9272 1.7934 -0.1050
F -4.0505 2.0521 1.7838
H -8.4757 3.5142 -2.7154
H -8.0956 2.0119 -2.0664
H -6.9069 2.9065 -3.1652
H -7.9448 3.4772 -0.2954
H -6.7527 4.3768 -0.9804
C 1.2594 2.2099 -0.9879
C 1.5619 0.7429 -0.8468
O 1.1738 0.2330 0.3740
C 0.0126 -0.2173 0.6236
O -0.9882 -0.2292 -0.0662
C -0.1052 -0.7817 2.1270
F -0.6937 -2.0033 2.1459
F 1.0907 -0.8550 2.7232
F -0.8987 0.0553 2.8097
H 1.9385 2.6970 -0.2881
H 0.2062 2.4495 -0.8413
H 1.5482 2.5669 -1.9765
H 2.6473 0.6520 -0.8878
H 1.1831 0.1398 -1.6720
C 2.5687 1.5052 6.5165
C 2.4070 1.1725 5.0014
O 1.2926 1.7933 4.3834
C 1.4336 3.0212 3.8655
O 2.4540 3.6851 3.8731
C 0.1933 3.6096 3.2732
F -0.1096 4.7118 3.8852
F 0.3728 3.8088 1.9782
F -0.8523 2.8040 3.3097
H 2.9137 2.5380 6.5645
H 3.3581 0.9527 7.0259
H 1.6566 1.2598 7.0605
H 2.4507 0.0890 4.8914
H 3.2374 1.5560 4.4086
*
```

Formula: C5H10O2S
Source: the Open Molecules 2025 dataset
Level of theory: wB97M-V/def2-TZVPD

energy = -20271.0866 eV
energy relative to the best compared isomer or geometry (same formula, charge and spin) = 152.3 kcal/mol

Structure (ORCA input):
```
! wB97M-V def2-TZVPD RIJCOSX def2/J DEFGRID3
* xyz 0 1
C -0.8446 1.6783 -0.5224
C -0.0661 0.8846 0.7566
C -0.0450 -1.0254 1.5126
C 0.7320 -0.2624 0.3362
C 0.1487 -0.8107 -0.9737
H -1.7426 2.2138 -0.2715
H -0.0587 2.3759 -0.8218
H -1.2720 1.0318 -1.3008
H 0.2158 1.7393 1.3950
H 0.7990 -0.9556 2.3175
H -0.2687 -2.1440 1.4768
H 2.8331 -0.7940 -1.1915
H 0.9700 -1.4503 -1.4552
H -0.0974 0.1352 -1.5989
H -1.7611 -0.7375 -0.4610
O -1.0353 -0.1511 1.3277
O -0.9531 -1.7316 -0.7019
S 2.4460 0.0034 0.1762
*
```